# 1
Here is a gas-phase ion, C20H31N2O3 (charge +1) from the Open Molecules 2025 dataset. Energies are from the ωB97M-V functional and the def2-TZVPD basis.

XYZ file:
```
56
Properties=species:S:1:pos:R:3:forces:R:3:lowdin_charge:R:1
C -7.037 -0.413 -0.599 -0.27 0.13 -0.05 -0.0621
H -7.730 -1.178 -0.946 0.01 0.10 0.02 0.1010
O -5.806 -1.077 -0.426 0.50 -0.09 0.11 -0.1019
C -4.735 -0.384 0.044 -0.04 -0.04 -0.02 -0.1854
C -4.768 0.979 0.315 -0.12 -0.12 -0.06 0.0000
C -3.655 1.660 0.777 0.20 -0.04 0.08 -0.0423
C -2.470 0.978 0.994 -0.07 0.05 0.01 -0.2411
C -2.423 -0.385 0.732 -0.28 0.03 -0.06 0.0518
C -3.527 -1.087 0.260 0.13 0.07 0.03 -0.1805
O -3.288 -2.401 0.049 0.16 0.39 0.04 -0.0548
C -4.319 -3.311 -0.282 -0.33 -0.48 -0.14 -0.0572
H -3.833 -4.286 -0.306 -0.06 0.07 0.01 0.0978
H -4.751 -3.095 -1.260 0.05 -0.04 0.10 0.0959
H -5.107 -3.317 0.472 0.06 -0.01 -0.05 0.0999
H -1.523 -0.958 0.896 0.15 -0.14 0.04 0.1298
C -1.238 1.677 1.501 -0.57 -0.08 0.35 -0.0700
N -0.138 1.562 0.518 -0.04 -0.50 -0.02 -0.1220
C 1.179 1.977 1.033 0.68 -0.03 0.28 -0.0658
H 1.337 1.509 2.008 -0.15 0.04 -0.06 0.1484
H 1.207 3.063 1.156 -0.08 -0.08 -0.02 0.1503
C 2.264 1.520 0.050 -0.06 0.03 -0.03 -0.1839
H 3.229 1.836 0.447 -0.07 -0.01 0.01 0.1447
C 2.219 -0.006 -0.085 0.19 0.43 0.04 -0.3763
O 1.138 -0.597 0.077 -0.27 -0.22 0.08 0.0328
N 3.320 -0.667 -0.407 -0.11 -0.13 -0.01 -0.0301
C 4.647 -0.128 -0.611 0.49 0.30 0.14 -0.1349
H 5.043 -0.597 -1.516 -0.05 0.12 0.00 0.1362
C 5.542 -0.476 0.589 -0.11 -0.02 -0.04 -0.1515
C 5.137 -1.838 1.167 0.09 -0.08 -0.12 -0.1824
C 4.581 -2.726 0.058 0.00 0.12 0.17 -0.1661
C 3.275 -2.125 -0.468 -0.23 -0.54 -0.05 -0.1175
H 3.088 -2.436 -1.501 -0.06 0.00 0.06 0.1375
H 2.428 -2.448 0.141 0.15 0.02 -0.12 0.1260
H 4.381 -3.728 0.434 0.00 -0.03 -0.09 0.1192
H 5.318 -2.815 -0.741 0.03 -0.07 -0.04 0.1158
H 5.995 -2.312 1.639 -0.03 0.01 0.09 0.1152
H 4.368 -1.707 1.932 0.01 -0.02 0.06 0.1160
H 5.459 0.292 1.360 0.04 0.07 -0.02 0.1095
H 6.578 -0.497 0.254 0.05 0.05 0.00 0.1173
H 4.622 0.946 -0.785 -0.05 -0.06 -0.09 0.1149
C 2.009 2.180 -1.315 -0.01 -0.17 -0.09 -0.1263
H 2.735 1.829 -2.049 0.06 0.05 0.00 0.1225
C 0.595 1.868 -1.803 0.11 0.14 0.09 -0.1361
C -0.437 2.250 -0.749 -0.15 0.10 -0.81 -0.1013
H -1.438 1.956 -1.070 0.08 0.05 0.13 0.1384
H -0.427 3.330 -0.571 -0.03 -0.06 0.12 0.1472
H 0.391 2.419 -2.720 -0.07 -0.03 0.01 0.1289
H 0.502 0.804 -2.028 -0.05 0.00 -0.07 0.1260
H 2.133 3.260 -1.212 0.05 0.03 0.01 0.1295
H 0.052 0.517 0.304 -0.10 0.52 0.11 0.1228
H -1.442 2.735 1.687 0.12 -0.05 -0.02 0.1420
H -0.904 1.214 2.433 0.13 0.09 -0.08 0.1455
H -3.726 2.718 0.976 0.00 0.15 0.02 0.1159
H -5.679 1.532 0.160 -0.13 0.01 -0.04 0.1086
H -7.403 0.007 0.342 0.03 -0.01 -0.03 0.1018
H -6.966 0.377 -1.353 0.01 -0.02 0.04 0.1001
```
Positions in Å, forces in eV/Å.

Values from the calculation:
SMILES	COc1ccc(C[N@H+]2CCC[C@H](C(=O)N3CCCCC3)C2)cc1OC
energy above the lowest of the compared OMol25 structures with the same formula, charge and spin	4.5	kcal per mole
orbital gap	8.62	eV
net charge	+1
total energy	-30360.4399	eV

=====

# 2
Here is 7 unconnected molecules or ions with the total composition C20H31N3O17S4 in a non-equilibrium geometry from the Open Molecules 2025 dataset. Energies are from the ωB97M-V functional and the def2-TZVPD basis.

XYZ file:
```
75
Properties=species:S:1:pos:R:3:forces:R:3:lowdin_charge:R:1
O -15.695 7.924 32.455 0.78 1.05 -0.35 0.0369
C -16.835 7.713 32.116 0.19 1.14 -0.67 -0.6143
N -17.417 6.610 32.562 -2.13 -1.54 0.56 0.1445
C -17.628 8.574 31.089 0.12 -0.16 0.40 -0.0032
H -18.425 6.550 32.555 0.19 -0.19 -0.11 0.1021
H -16.936 6.075 33.270 0.04 0.18 -0.13 0.1156
H -17.205 8.335 30.114 0.12 0.31 0.00 0.0817
H -17.573 9.640 31.309 0.68 -0.10 -0.02 0.0738
H -18.703 8.421 30.998 -0.01 -0.69 0.32 0.0629
N -14.189 11.937 23.430 -1.16 -1.45 0.12 0.0271
C -13.689 12.815 24.279 -2.11 -0.11 0.47 -0.1433
C -14.360 13.124 25.537 -0.08 -0.76 -1.98 -0.0357
C -15.550 12.401 25.858 2.49 1.84 -0.48 -0.0714
C -15.961 11.454 24.945 -1.51 -0.76 0.19 -0.1146
C -15.316 11.242 23.773 2.91 0.51 -0.47 -0.1450
H -12.866 13.246 23.728 0.59 1.00 1.29 0.0964
H -14.011 13.999 26.065 0.00 -0.26 0.51 0.0846
H -16.047 12.670 26.778 -0.29 -0.28 -0.06 0.0975
H -16.848 10.845 25.040 -0.19 0.05 0.69 0.1007
H -15.486 10.375 23.153 -0.65 0.22 -0.30 0.1038
N -13.669 12.894 15.081 1.68 1.54 0.80 0.0552
C -12.622 13.488 14.391 -1.62 0.39 0.26 -0.1530
C -11.911 14.586 14.817 0.09 0.08 1.78 -0.0860
C -12.080 15.022 16.156 -0.53 -0.09 -1.07 -0.0830
C -13.027 14.392 16.936 -1.00 -0.25 -1.16 -0.0760
C -13.849 13.390 16.336 1.41 -0.18 -0.73 -0.1354
H -12.461 13.278 13.344 -0.35 -0.88 -0.07 0.0929
H -11.246 15.109 14.146 0.11 -0.11 -0.03 0.0956
H -11.631 15.937 16.514 0.38 -0.09 0.04 0.1000
H -13.296 14.836 17.884 0.05 -0.39 0.26 0.0959
H -14.631 12.935 16.926 -0.22 -0.02 -0.09 0.0936
C -13.609 1.723 19.326 -1.26 -1.14 -1.61 -0.2034
C -14.627 1.794 18.080 0.97 0.48 2.02 -0.1242
O -15.340 3.022 18.338 -0.60 1.15 0.97 -0.2355
S -14.702 4.052 19.507 1.04 -1.68 -0.71 0.7613
O -15.511 4.075 20.720 1.43 -0.38 -2.38 -0.2411
O -14.229 5.283 18.914 -0.94 -1.85 0.83 -0.2331
O -13.351 3.042 19.624 -0.29 2.51 0.89 -0.2149
H -12.718 1.160 19.046 0.30 0.59 -0.10 0.1264
H -14.005 1.199 20.196 -0.53 0.02 -0.08 0.1222
H -15.271 0.915 18.109 -0.36 0.39 -0.05 0.1200
H -14.162 1.901 17.100 0.25 -0.07 0.22 0.1223
C -19.401 15.868 31.404 0.06 -1.20 2.02 -0.2482
C -20.217 16.816 32.244 0.90 -0.22 1.23 -0.1711
O -20.504 17.954 31.429 0.06 0.68 -0.90 -0.1898
S -20.181 17.692 29.833 0.11 0.63 -0.71 0.7467
O -18.946 18.333 29.380 -2.12 -1.20 1.43 -0.2468
O -21.361 17.903 28.983 2.39 -1.06 2.46 -0.2401
O -19.911 16.127 30.189 -0.64 0.41 -5.25 -0.1936
H -19.670 14.834 31.619 -0.16 -0.03 0.17 0.1388
H -18.319 15.869 31.533 0.17 0.84 -0.46 0.1369
H -19.589 17.082 33.094 -0.49 0.59 0.14 0.1334
H -21.112 16.289 32.575 -0.28 0.56 -0.12 0.1338
C -5.451 18.557 24.712 -0.12 -0.43 0.25 -0.1591
C -5.947 17.135 25.046 1.72 0.45 1.31 -0.2122
O -6.950 16.759 24.166 -1.09 0.42 -1.82 -0.1854
S -7.187 17.851 22.953 -1.23 0.26 -2.70 0.7910
O -8.644 18.122 22.797 4.24 -0.65 1.02 -0.2630
O -6.454 17.530 21.674 -1.70 0.79 4.52 -0.2776
O -6.446 19.068 23.800 0.02 -0.61 -0.73 -0.2004
H -4.406 18.600 24.407 -0.28 -0.07 -1.10 0.1251
H -5.423 19.120 25.645 -0.70 0.44 -0.29 0.1242
H -6.262 17.224 26.086 -0.86 -0.59 -0.18 0.1265
H -5.139 16.403 25.041 0.00 0.00 -0.29 0.1309
C -23.706 7.550 23.755 0.40 0.00 0.76 -0.1541
C -24.293 6.742 24.944 -1.27 1.21 -1.42 -0.2071
O -23.181 6.286 25.664 0.73 -1.80 0.35 -0.1933
S -21.944 5.848 24.628 1.18 2.35 1.24 0.7570
O -22.214 4.634 23.909 0.21 1.08 0.99 -0.2284
O -20.629 6.095 25.310 -4.45 -0.85 -2.17 -0.2557
O -22.350 7.139 23.717 2.14 -1.17 -0.64 -0.2290
H -23.601 8.621 23.926 -0.59 0.00 -0.06 0.1305
H -24.195 7.308 22.812 0.03 0.15 0.08 0.1285
H -25.020 6.068 24.490 0.78 -1.38 0.25 0.1217
H -25.001 7.314 25.544 0.85 0.42 0.62 0.1298
```
Positions in Å, forces in eV/Å.

Values from the calculation:
SMILES	O=S1(=O)OCCO1.O=S1(=O)OCCO1.O=S1(=O)OCCO1.O=S1(=O)OCCO1.c1ccncc1.c1ccncc1.CC(N)=O
orbital gap	9.47	eV
total energy	-103852.8351	eV

=====

# 3
Here is a molecular structure, C20H31N3O2S from the Open Molecules 2025 dataset. Energies are from the ωB97M-V functional and the def2-TZVPD basis.

XYZ file:
```
57
Properties=species:S:1:pos:R:3:forces:R:3:lowdin_charge:R:1
C 0.653 3.297 0.360 -0.01 0.00 0.01 -0.0999
C 0.279 2.095 -0.499 0.03 -0.01 -0.01 -0.2169
C 0.217 0.809 0.328 -0.04 -0.01 -0.02 -0.2647
C 1.624 0.316 0.797 -0.03 -0.03 -0.01 -0.0804
N 2.097 -0.905 0.168 0.03 0.04 -0.02 -0.0858
C 3.082 -0.797 -0.898 -0.03 0.01 -0.04 -0.0331
C 1.626 -2.085 0.639 -0.02 -0.01 0.06 -0.4630
O 0.766 -2.116 1.517 0.00 0.02 -0.03 0.0369
C 2.177 -3.350 0.004 0.00 -0.02 0.01 -0.0664
C 1.761 -4.624 0.726 0.00 0.00 -0.01 -0.2594
C 1.747 -5.825 -0.224 0.00 0.01 0.00 -0.1572
C 1.208 -7.072 0.472 0.01 0.00 0.00 -0.1938
C 1.996 -7.392 1.741 -0.02 -0.01 0.01 -0.1897
C 2.046 -6.183 2.673 0.01 0.00 0.01 -0.1388
C 2.601 -4.976 1.947 0.01 0.02 0.03 -0.4068
C 3.308 -3.934 2.755 -0.01 0.00 -0.01 -0.0625
C 4.102 -4.882 1.892 0.00 0.01 -0.02 -0.0727
N -0.560 -0.243 -0.315 0.09 -0.01 0.02 0.1151
C -0.249 -0.765 -1.531 -0.02 0.03 0.01 -0.4313
O 0.466 -0.204 -2.349 0.01 0.01 0.01 0.0635
C -0.854 -2.095 -1.827 -0.02 -0.04 -0.05 -0.1830
C -1.168 -3.057 -0.905 0.01 -0.01 0.01 -0.3499
S -1.733 -4.432 -1.707 -0.02 0.02 0.03 0.9980
N -1.588 -3.798 -3.216 0.01 0.00 -0.02 -0.2555
C -1.110 -2.578 -3.154 0.00 -0.01 0.01 -0.3993
C -0.886 -1.812 -4.418 0.03 0.01 0.00 -0.0283
H 0.695 4.206 -0.241 0.00 0.00 0.00 0.0727
H -0.079 3.455 1.154 0.00 0.00 0.00 0.0758
H 1.630 3.176 0.832 0.00 0.00 0.00 0.0666
H -0.701 2.257 -0.952 0.00 0.00 0.00 0.1183
H 0.982 1.971 -1.322 0.00 0.00 -0.01 0.1015
H -0.346 1.045 1.234 0.00 0.01 0.01 0.1444
H 2.362 1.091 0.591 0.00 0.01 0.02 0.1171
H 1.599 0.148 1.873 0.00 0.00 0.01 0.1250
H 2.947 -1.585 -1.634 0.00 0.01 0.00 0.0863
H 2.923 0.144 -1.419 0.00 0.00 -0.01 0.0873
H 4.105 -0.831 -0.513 -0.01 -0.01 0.02 0.0971
H 1.794 -3.380 -1.023 0.00 0.00 0.00 0.1255
H 3.263 -3.278 -0.089 0.00 0.00 0.00 0.1167
H 0.738 -4.466 1.088 0.00 -0.01 0.00 0.1370
H 1.137 -5.594 -1.102 0.01 0.00 0.00 0.0944
H 2.767 -6.011 -0.580 0.00 0.00 0.00 0.1277
H 0.158 -6.904 0.735 0.00 0.00 0.00 0.1135
H 1.227 -7.924 -0.211 0.00 0.00 0.00 0.1094
H 1.558 -8.251 2.254 0.00 0.00 0.00 0.1082
H 3.019 -7.671 1.468 0.00 0.00 0.00 0.1144
H 1.038 -5.952 3.037 0.00 0.00 0.00 0.1266
H 2.659 -6.401 3.552 0.00 0.00 0.00 0.1185
H 3.247 -2.900 2.443 0.00 -0.01 0.01 0.0946
H 3.342 -4.068 3.828 0.00 0.00 0.00 0.1067
H 4.669 -5.665 2.379 0.00 0.00 0.00 0.1040
H 4.577 -4.481 1.005 0.01 -0.01 0.00 0.0951
H -1.008 -0.875 0.328 -0.01 -0.01 0.00 0.1221
H -1.034 -3.021 0.168 -0.02 -0.01 0.00 0.0724
H -1.325 -0.817 -4.352 -0.01 0.00 -0.01 0.0847
H 0.180 -1.669 -4.591 -0.01 0.00 0.01 0.0828
H -1.322 -2.358 -5.251 -0.01 0.00 0.00 0.0784
```
Positions in Å, forces in eV/Å.

Values from the calculation:
energy above the lowest of the compared OMol25 structures with the same formula, charge and spin	1.2	kcal per mole
orbital gap	9.95	eV
total energy	-40644.8104	eV

=====

# 4
Here is C20H31N3O4 in the gas phase from the Open Molecules 2025 dataset. Energies are from the ωB97M-V functional and the def2-TZVPD basis.

XYZ file:
```
58
Properties=species:S:1:pos:R:3:forces:R:3:lowdin_charge:R:1
C -4.296 -5.818 -0.062 -0.08 -0.07 0.23 -0.0827
H -4.642 -6.830 -0.262 0.01 0.07 0.06 0.0945
O -3.823 -5.329 -1.292 0.19 0.30 -0.31 -0.0607
C -3.327 -4.064 -1.339 0.01 -0.08 -0.10 -0.1961
C -3.242 -3.198 -0.261 -0.14 -0.33 -0.02 -0.0083
C -2.728 -1.919 -0.415 0.11 0.22 -0.28 -0.0296
C -2.285 -1.493 -1.657 -0.02 -0.37 0.20 -0.1393
C -2.340 -2.369 -2.743 -0.03 -0.08 -0.06 0.0506
C -2.860 -3.641 -2.606 -0.05 -0.10 0.04 -0.1886
O -2.968 -4.555 -3.607 -0.10 0.03 0.44 -0.0622
C -2.499 -4.197 -4.884 0.08 0.08 -0.22 -0.0795
H -2.669 -5.069 -5.513 0.03 0.09 0.01 0.0939
H -3.051 -3.344 -5.290 0.03 -0.02 0.02 0.0979
H -1.430 -3.962 -4.869 -0.04 0.00 0.00 0.0990
H -1.961 -2.012 -3.687 0.04 -0.03 -0.11 0.1153
C -1.689 -0.150 -1.882 -0.16 0.14 -0.03 -0.4492
O -0.806 0.051 -2.698 0.15 -0.08 -0.15 0.0596
N -2.247 0.852 -1.154 -0.17 0.23 0.25 0.0749
H -2.854 0.615 -0.383 0.06 -0.06 -0.13 0.1222
C -1.597 2.133 -1.034 0.03 -0.13 0.10 -0.0784
H -2.324 2.939 -1.183 0.16 -0.02 0.03 0.1318
H -0.827 2.187 -1.806 -0.11 0.08 0.07 0.1202
C -0.997 2.247 0.372 -0.07 0.29 -0.52 -0.4728
O -1.523 1.701 1.323 -0.19 -0.28 0.25 0.0533
N 0.109 3.005 0.455 0.15 0.21 0.01 0.0852
H 0.593 3.288 -0.385 -0.09 -0.17 -0.04 0.1383
C 0.946 3.005 1.631 0.12 -0.09 0.14 -0.1076
H 0.393 2.499 2.419 0.06 0.13 0.00 0.1127
H 1.129 4.036 1.944 0.04 -0.08 0.10 0.1207
C 2.282 2.284 1.321 -0.09 -0.02 0.13 -0.4263
N 2.813 2.958 0.116 0.03 0.02 -0.09 -0.2167
C 3.684 2.188 -0.749 -0.08 -0.07 -0.03 -0.0936
H 3.148 1.345 -1.178 0.09 -0.07 -0.03 0.0817
H 3.995 2.833 -1.571 0.04 -0.02 -0.03 0.0849
H 4.593 1.823 -0.247 0.04 -0.02 0.00 0.0899
C 3.397 4.266 0.353 0.00 -0.01 -0.07 -0.0985
H 2.774 4.854 1.021 0.01 0.08 0.06 0.0769
H 3.452 4.791 -0.602 0.05 0.07 0.04 0.0863
H 4.412 4.217 0.772 0.00 0.03 0.05 0.0890
C 2.003 0.800 1.026 -0.20 0.12 0.09 -0.1288
C 1.457 0.041 2.233 0.22 -0.07 -0.01 -0.1814
C 2.433 0.133 3.399 -0.24 0.11 0.07 -0.1972
C 2.713 1.591 3.746 0.22 -0.15 -0.05 -0.1890
C 3.231 2.363 2.533 -0.25 0.07 -0.06 -0.1313
H 3.387 3.404 2.820 0.09 0.05 -0.05 0.1105
H 4.198 1.948 2.236 0.09 0.04 -0.03 0.1244
H 1.800 2.059 4.119 -0.04 0.03 0.09 0.1112
H 3.458 1.645 4.543 -0.07 0.07 0.05 0.1106
H 2.028 -0.384 4.271 0.06 -0.06 0.01 0.1094
H 3.370 -0.358 3.124 0.06 -0.06 0.02 0.1140
H 0.480 0.427 2.524 -0.08 -0.03 0.00 0.0996
H 1.318 -1.004 1.949 -0.08 0.01 -0.01 0.1152
H 2.937 0.317 0.737 0.03 -0.01 -0.11 0.1143
H 1.304 0.715 0.192 0.08 -0.02 -0.13 0.1186
H -2.646 -1.284 0.455 0.01 0.09 0.08 0.1120
H -3.572 -3.511 0.716 -0.04 -0.08 0.06 0.1048
H -5.132 -5.219 0.317 0.05 -0.01 -0.01 0.0970
H -3.503 -5.850 0.692 -0.03 0.02 -0.03 0.0969
```
Positions in Å, forces in eV/Å.

Values from the calculation:
SMILES	COc1ccc(C(=O)NCC(=O)NCC2(N(C)C)CCCCC2)cc1OC
energy above the lowest of the compared OMol25 structures with the same formula, charge and spin	22.5	kcal per mole
orbital gap	8.92	eV
total energy	-33903.9408	eV

=====

> orbital gap of number 4 (C20H31N3O4)?

8.92 eV